55
Properties=species:S:1:pos:R:3:forces:R:3:lowdin_charge:R:1 method="wB97M-V/def2-TZVPD" smiles="CCc1ccc(NC(=O)COC(=O)/C=C/c2c(C)nn([C@H]3CCS(=O)(=O)C3)c2Cl)cc1" homo_lumo_gap_ev=8.223 total_charge=0 lumo_energy_ev=-0.2 multiplicity=1
O 7.462158 -0.887520 1.931864 0.19 -0.36 -0.05 -0.319
N 4.138371 0.581303 -1.207772 0.37 0.32 -0.58 0.135
S 6.345011 -0.416868 1.163409 0.21 -0.25 0.22 0.678
Cl 1.644805 -1.099421 1.159465 -0.09 -0.04 0.04 0.792
C 0.982273 1.926873 0.054444 -0.35 0.37 -0.02 -0.013
O -1.090011 4.800603 -0.422523 0.17 -0.21 0.08 0.118
C 0.572351 3.119755 -0.400428 0.24 -0.33 0.06 0.028
C -6.075688 -3.436544 -0.684840 0.05 -0.08 0.23 -0.218
H -6.578906 -5.307199 0.284380 -0.04 -0.13 0.05 0.067
C 3.492050 2.799957 -1.954515 0.01 -0.03 0.02 -0.018
C -6.058658 -4.381327 0.518779 -0.08 0.00 -0.21 -0.097
H -7.110641 -3.223129 -0.958812 0.02 -0.01 -0.09 0.108
O -1.333117 3.042709 0.967853 0.12 -0.22 0.12 -0.036
H -5.927546 0.896456 1.013081 -0.01 0.04 0.01 0.101
C -5.362520 -2.155870 -0.358522 -0.11 -0.01 -0.14 -0.258
H 5.379024 -2.591103 1.524434 0.07 -0.09 -0.02 0.114
H 1.129064 3.686738 -1.127296 0.04 0.06 -0.07 0.104
C 2.171703 1.222178 -0.320678 0.48 -0.62 0.06 -0.155
H -2.271877 -0.770847 -0.436625 0.11 0.02 -0.02 0.107
H 2.701900 2.944705 -2.689617 -0.03 0.08 -0.06 0.085
H -5.034760 -4.619007 0.798830 0.08 -0.04 0.07 0.073
H -3.450032 -2.838728 -1.036455 0.06 -0.08 -0.06 0.113
C -0.674646 3.759627 0.022615 -0.27 0.35 -0.13 -0.474
H -2.852222 4.435515 0.845781 -0.02 -0.25 0.16 0.136
O -4.840061 2.750007 1.600278 -0.17 0.13 0.10 0.079
H 6.474856 0.377071 -1.074570 0.03 0.01 0.05 0.086
H -5.591593 -3.925103 -1.533027 -0.07 0.04 -0.05 0.107
H 0.371244 1.413511 0.786816 -0.10 0.05 0.05 0.104
H 3.792819 -2.462821 -0.375321 0.15 0.16 0.07 0.151
H 7.704482 -0.887801 -0.751771 0.11 -0.03 0.10 0.102
O 5.836783 0.890566 1.459847 -0.36 0.26 -0.21 -0.305
C -6.040272 -1.091493 0.222123 0.19 -0.14 -0.11 -0.029
H 5.370971 -1.451264 -2.123999 0.07 -0.07 0.02 0.122
H -2.521908 3.784539 2.467468 -0.02 -0.08 -0.16 0.146
H 3.515255 3.662682 -1.291629 0.00 0.13 -0.02 0.089
C 6.669409 -0.591796 -0.627502 -0.02 0.06 0.62 -0.204
C -5.389141 0.078027 0.565836 -0.03 0.19 0.10 0.001
C 4.968582 -1.624949 1.249540 0.58 0.59 -0.21 -0.161
H -6.546009 -3.914704 1.371725 -0.03 0.01 0.11 0.074
C 5.677471 -1.640284 -1.095535 -0.27 -0.07 -0.28 -0.165
C -3.333637 -0.861316 -0.248924 -0.02 0.10 0.07 -0.022
C -4.024141 0.200192 0.330641 -0.29 -0.24 -0.04 -0.215
H 4.445819 2.720143 -2.468267 0.04 0.05 -0.05 0.081
C -3.715984 2.500141 1.229782 0.57 0.17 -0.02 -0.434
H -2.311313 1.314910 0.420259 -0.24 0.11 0.09 0.133
C 2.510822 -0.049812 0.135897 0.01 0.49 -0.28 -0.599
H 6.115843 -2.637125 -1.034640 -0.07 0.00 0.02 0.126
N -3.297816 1.353187 0.648085 0.53 -0.15 -0.20 0.143
C -2.591564 3.528827 1.405430 -0.52 0.49 0.09 -0.054
H 4.252645 -1.284992 1.989030 0.05 0.07 0.10 0.082
H -7.101299 -1.175745 0.407125 -0.13 0.00 0.01 0.116
C 4.447726 -1.604376 -0.175560 -0.02 -0.69 -0.23 -0.319
N 3.688636 -0.396779 -0.416671 -0.87 0.19 0.25 -0.110
C -3.998436 -2.023493 -0.586104 -0.06 0.07 0.03 -0.042
C 3.261698 1.561185 -1.173197 -0.25 -0.34 0.28 -0.257